[1]
{"formula": "C33H49N2O4Sn", "method": "the ωB97M-V functional and the def2-TZVPD basis", "species": ["Sn", "C", "C", "C", "C", "C", "C", "C", "N", "C", "C", "C", "C", "C", "C", "O", "C", "C", "C", "C", "C", "C", "C", "C", "C", "O", "C", "C", "C", "C", "C", "C", "H", "H", "H", "H", "H", "H", "H", "H", "H", "H", "H", "H", "H", "H", "H", "H", "H", "H", "H", "H", "H", "H", "H", "H", "H", "H", "H", "H", "H", "H", "H", "H", "H", "H", "H", "H", "H", "H", "H", "H", "O", "C", "O", "C", "N", "C", "C", "C", "H", "H", "H", "H", "H", "H", "H", "H", "H"], "coordinates": [[3.256, 0.751, -0.143], [-3.387, -3.120, 2.538], [-1.991, -3.785, 2.631], [-1.858, -4.840, 1.506], [-1.864, -4.488, 3.985], [-0.967, -2.709, 2.420], [-0.860, -2.091, 1.180], [0.066, -1.076, 0.971], [0.364, -0.498, -0.164], [-0.172, -0.394, -1.347], [-1.526, -0.393, -1.688], [-1.892, -0.444, -3.017], [-0.868, -0.426, -4.054], [0.464, -0.329, -3.835], [0.872, -0.195, -2.434], [2.005, 0.092, -2.064], [1.489, -0.335, -4.959], [0.814, -0.544, -6.315], [2.481, -1.497, -4.738], [2.231, 1.019, -5.008], [-3.319, -0.591, -3.447], [-3.656, 0.646, -4.324], [-3.468, -1.873, -4.295], [-4.295, -0.648, -2.273], [1.034, -0.728, 2.091], [2.049, -0.129, 1.774], [0.762, -1.247, 3.443], [-0.157, -2.238, 3.526], [1.534, -0.738, 4.649], [0.921, -1.259, 5.948], [1.531, 0.801, 4.699], [2.988, -1.268, 4.547], [-4.146, -3.886, 2.693], [-3.557, -2.657, 1.566], [-3.504, -2.359, 3.312], [-2.567, -5.643, 1.700], [-0.854, -5.268, 1.494], [-2.080, -4.435, 0.520], [-2.579, -5.308, 4.020], [-2.103, -3.824, 4.818], [-0.869, -4.912, 4.132], [-1.475, -2.403, 0.348], [-2.259, -0.404, -0.894], [-1.209, -0.495, -5.076], [0.270, -1.490, -6.358], [1.582, -0.578, -7.086], [0.136, 0.275, -6.563], [1.951, -2.451, -4.732], [3.035, -1.393, -3.807], [3.199, -1.519, -5.556], [1.523, 1.843, -5.109], [2.880, 1.023, -5.883], [2.849, 1.192, -4.131], [-3.053, 0.700, -5.229], [-3.531, 1.571, -3.760], [-4.700, 0.563, -4.624], [-2.866, -1.855, -5.202], [-4.511, -1.975, -4.591], [-3.189, -2.751, -3.710], [-4.260, 0.261, -1.671], [-4.101, -1.514, -1.636], [-5.309, -0.750, -2.655], [-0.324, -2.703, 4.485], [-0.135, -0.994, 6.028], [1.438, -0.808, 6.793], [1.023, -2.341, 6.047], [0.509, 1.177, 4.780], [2.006, 1.250, 3.830], [2.076, 1.126, 5.584], [3.002, -2.356, 4.475], [3.522, -0.982, 5.453], [3.515, -0.848, 3.695], [2.540, 2.969, 1.862], [2.643, 3.499, 0.754], [2.700, 2.863, -0.356], [2.740, 5.033, 0.663], [2.849, 5.554, 2.070], [1.812, 6.622, 2.261], [0.704, 6.194, 1.312], [1.475, 5.695, 0.083], [3.627, 5.278, 0.082], [3.784, 5.880, 2.308], [2.654, 4.716, 2.648], [2.241, 7.574, 1.956], [1.512, 6.679, 3.304], [0.043, 7.022, 1.071], [0.100, 5.399, 1.752], [1.755, 6.529, -0.558], [0.903, 4.990, -0.516]], "mulliken_charge": [1.399, -1.358, 1.728, -1.571, -2.127, -0.486, -0.542, -0.856, 0.222, -1.271, -0.105, -0.134, -0.505, -0.248, 1.443, -0.777, 1.790, -2.059, -1.543, -1.585, 1.564, -1.533, -1.510, -2.075, 1.229, -0.513, -0.459, 0.211, 1.994, -2.121, -1.775, -1.560, 0.452, 0.248, 0.382, 0.475, 0.402, 0.334, 0.460, 0.411, 0.470, 0.923, 1.029, 0.590, 0.454, 0.449, 0.408, 0.389, 0.282, 0.440, 0.367, 0.483, 0.280, 0.362, 0.372, 0.472, 0.359, 0.476, 0.380, 0.400, 0.428, 0.456, 0.577, 0.469, 0.433, 0.457, 0.383, 0.375, 0.499, 0.356, 0.481, 0.255, -0.807, 0.815, -0.713, -0.148, -0.036, -0.603, -0.548, -0.741, 0.409, 0.375, 0.280, 0.358, 0.370, 0.399, 0.267, 0.390, 0.346], "charge": 3, "relative_energy_ev": 0.500}

=====

[2]
{"formula": "C3H10N2O", "method": "the ωB97M-V functional and the def2-TZVPD basis", "species": ["C", "C", "N", "H", "H", "H", "H", "H", "H", "N", "C", "O", "H", "H", "H", "H"], "coordinates": [[0.056, -0.356, 2.327], [1.926, -0.099, 0.983], [0.641, 0.025, 1.036], [0.142, 0.403, 3.130], [-0.973, -0.525, 2.157], [0.487, -1.301, 2.695], [2.520, 0.260, 1.850], [2.340, -0.111, -0.044], [0.120, -0.739, -0.231], [-0.862, 1.302, -1.508], [-1.371, -0.067, -1.728], [-0.259, -0.811, -1.219], [0.119, 1.403, -1.795], [-0.896, 1.506, -0.508], [-1.605, -0.202, -2.795], [-2.303, -0.077, -1.150]], "nbo_charge": [-0.462, 0.040, -0.501, 0.229, 0.211, 0.225, 0.204, 0.191, 0.516, -0.422, 0.050, -0.521, 0.400, 0.396, 0.234, 0.211], "charge": 1, "relative_energy_ev": 3.634, "multiplicity": 2}

=====

[3]
{"formula": "C4H10NO2", "method": "the ωB97M-V functional and the def2-TZVPD basis", "species": ["O", "C", "N", "C", "C", "C", "O", "H", "H", "H", "H", "H", "H", "H", "H", "H", "H"], "coordinates": [[0.383, 3.027, -0.272], [-0.268, 2.412, 0.686], [-0.669, 1.020, 0.077], [0.436, 0.071, -0.182], [0.383, -1.139, 0.738], [-0.345, -2.316, 0.100], [0.037, -2.726, -1.168], [-1.159, 2.846, 1.062], [0.342, 2.105, 1.572], [-1.137, 1.295, -0.783], [1.472, 0.551, -0.036], [0.439, -0.321, -1.234], [1.395, -1.546, 1.142], [-0.232, -0.841, 1.740], [-0.427, -3.294, 0.835], [-1.445, -2.211, 0.074], [0.850, -2.298, -1.448]], "nbo_charge": [-0.939, 0.152, -0.727, -0.247, -0.448, -0.049, -0.731, 0.083, 0.044, 0.348, 0.188, 0.165, 0.181, 0.230, 0.114, 0.166, 0.467], "charge": -1, "relative_energy_ev": 3.988, "smiles": "[O-]CNCCCO"}

=====

[4]
{"formula": "C6H16S", "method": "the ωB97M-V functional and the def2-TZVPD basis", "species": ["C", "C", "C", "C", "H", "H", "H", "H", "H", "H", "H", "H", "H", "H", "C", "C", "S", "H", "H", "H", "H", "H", "H"], "coordinates": [[1.095, 1.042, 0.868], [-0.416, 1.315, 0.711], [-0.958, 1.956, 1.971], [-0.690, 2.177, -0.544], [1.447, 0.874, 1.897], [1.731, 1.727, 0.314], [1.308, 0.014, 0.509], [-0.945, 0.382, 0.471], [-0.210, 2.598, 2.452], [-1.813, 2.603, 1.752], [-1.266, 1.326, 2.796], [-1.530, 2.841, -0.337], [0.151, 2.802, -0.872], [-0.799, 1.505, -1.391], [0.657, -2.180, -0.457], [0.622, -2.874, -1.765], [-0.955, -3.736, -2.049], [-0.077, -1.372, -0.404], [1.666, -1.762, -0.309], [0.485, -2.707, 0.484], [0.891, -2.153, -2.534], [1.362, -3.681, -1.745], [-1.759, -2.696, -1.817]], "nbo_charge": [-0.621, -0.232, -0.606, -0.602, 0.211, 0.210, 0.212, 0.192, 0.205, 0.200, 0.213, 0.209, 0.201, 0.207, -0.621, -0.512, -0.042, 0.201, 0.209, 0.220, 0.213, 0.221, 0.111], "relative_energy_ev": 0.798, "smiles": "CC(C)C.CCS"}

=====

[5]
{"formula": "C39H29N5OReS4", "method": "the ωB97M-V functional and the def2-TZVPD basis", "species": ["Re", "S", "C", "C", "C", "C", "C", "C", "S", "C", "C", "C", "C", "C", "C", "C", "S", "C", "C", "C", "C", "C", "C", "S", "N", "H", "H", "H", "H", "H", "H", "H", "H", "H", "H", "H", "H", "H", "H", "H", "C", "O", "C", "C", "C", "C", "C", "C", "C", "N", "C", "C", "N", "C", "C", "C", "C", "N", "C", "C", "N", "C", "C", "C", "C", "H", "H", "H", "H", "H", "H", "H", "H", "H", "H", "H", "H", "H", "H"], "coordinates": [[0.054, -0.318, 0.188], [0.782, 1.871, 0.772], [1.926, 1.656, 2.079], [2.230, 2.745, 2.898], [3.122, 2.607, 3.943], [3.752, 1.391, 4.165], [3.474, 0.305, 3.350], [2.542, 0.429, 2.331], [2.151, -1.010, 1.313], [1.242, -1.971, 2.590], [-0.026, -1.300, 3.015], [-0.484, -1.439, 4.316], [-1.698, -0.872, 4.672], [-2.433, -0.223, 3.695], [-1.916, -0.094, 2.413], [-2.750, 0.625, 1.389], [-2.046, 0.697, -0.303], [-2.784, -0.582, -1.421], [-4.200, -0.260, -1.732], [-4.637, -0.691, -2.900], [-3.002, -2.793, -3.520], [-1.636, -2.852, -2.952], [-1.415, -2.559, -1.664], [0.145, -2.452, -0.928], [-0.710, -0.597, 2.089], [1.756, 3.694, 2.702], [3.333, 3.454, 4.578], [4.464, 1.295, 4.969], [3.988, -0.631, 3.510], [1.906, -2.145, 3.435], [1.013, -2.924, 2.104], [0.095, -2.001, 5.028], [-2.072, -0.954, 5.681], [-3.411, 0.175, 3.921], [-2.816, 1.682, 1.663], [-3.757, 0.211, 1.361], [-4.803, 0.305, -1.040], [-5.636, -0.489, -3.245], [-3.007, -3.363, -4.450], [-0.836, -3.136, -3.616], [-9.906, -4.716, -8.857], [-9.782, -4.759, -7.450], [-8.739, -4.207, -6.841], [-8.712, -4.348, -5.441], [-7.653, -3.883, -4.708], [-6.566, -3.235, -5.323], [-6.640, -3.020, -6.707], [-7.692, -3.503, -7.455], [-5.419, -2.781, -4.552], [-4.652, -1.824, -4.930], [-3.733, -1.385, -3.921], [-4.085, -3.177, -2.603], [-5.227, -3.428, -3.295], [-3.865, -2.951, -1.258], [-4.656, -3.507, -0.238], [-4.284, -3.385, 1.069], [-3.102, -2.658, 1.362], [-2.354, -2.062, 0.505], [-2.642, -2.100, -0.888], [-1.973, -0.291, -2.694], [-0.768, 0.235, -2.508], [-0.073, 0.631, -3.572], [-0.560, 0.519, -4.863], [-1.798, -0.080, -5.078], [-2.523, -0.498, -3.981], [-10.831, -5.240, -9.086], [-9.069, -5.225, -9.342], [-9.969, -3.687, -9.216], [-9.547, -4.835, -4.965], [-7.711, -3.995, -3.636], [-5.843, -2.484, -7.196], [-7.702, -3.339, -8.520], [-6.044, -3.789, -2.820], [-5.512, -4.106, -0.514], [-4.829, -3.856, 1.866], [-2.781, -2.583, 2.392], [0.906, 1.042, -3.379], [0.025, 0.872, -5.697], [-2.186, -0.224, -6.075]], "lowdin_spin": [0.885, -0.028, -0.004, -0.004, 0.000, -0.003, -0.001, -0.002, 0.024, 0.012, 0.005, 0.000, 0.001, -0.001, 0.003, 0.006, 0.019, 0.004, 0.001, 0.000, 0.000, 0.000, 0.003, 0.011, 0.005, 0.000, 0.000, 0.000, 0.000, 0.000, 0.000, 0.000, 0.000, 0.000, 0.000, 0.000, 0.000, 0.000, 0.000, 0.000, 0.000, 0.000, 0.000, 0.000, 0.000, 0.000, 0.000, 0.000, 0.000, 0.000, 0.000, 0.001, 0.001, 0.000, 0.000, 0.000, 0.000, 0.004, 0.002, 0.002, 0.047, 0.004, 0.002, -0.001, 0.000, 0.000, 0.000, 0.000, 0.000, 0.000, 0.000, 0.000, 0.000, 0.000, 0.000, 0.000, 0.001, 0.000, 0.000], "charge": 2, "relative_energy_ev": 7.948, "multiplicity": 2}

=====

[6]
{"formula": "C13H8AuN2O5Se", "method": "the ωB97M-V functional and the def2-TZVPD basis", "species": ["O", "C", "Au", "O", "C", "C", "O", "C", "O", "C", "O", "C", "N", "C", "Se", "N", "C", "C", "C", "C", "C", "C", "H", "H", "H", "H", "H", "H", "H", "H"], "coordinates": [[-2.232, -0.900, 3.284], [-1.635, -0.671, 2.357], [-0.129, -0.054, 0.127], [-1.945, -1.723, -1.908], [-1.344, -1.169, -1.104], [1.249, 0.492, -1.810], [1.866, 0.748, -2.723], [1.128, -1.774, 0.459], [1.899, -2.616, 0.439], [-1.308, 1.699, -0.236], [-1.771, 2.678, -0.598], [2.000, 3.924, 0.222], [2.927, 2.923, 0.740], [2.593, 1.833, 1.499], [0.903, 1.332, 2.163], [3.769, 1.173, 1.741], [4.853, 1.967, 1.348], [6.202, 1.867, 1.624], [7.035, 2.911, 1.195], [6.497, 4.030, 0.547], [5.116, 4.135, 0.313], [4.326, 3.072, 0.715], [2.160, 4.876, 0.756], [0.965, 3.573, 0.360], [2.214, 4.080, -0.849], [3.822, 0.318, 2.284], [6.558, 0.989, 2.143], [8.106, 2.862, 1.352], [7.173, 4.813, 0.223], [4.657, 4.990, -0.166]], "nbo_charge": [-0.360, 0.417, 0.845, -0.272, 0.418, 0.419, -0.353, 0.486, -0.308, 0.486, -0.307, -0.438, -0.275, 0.248, 0.043, -0.472, 0.158, 0.036, -0.133, -0.138, 0.059, 0.072, 0.266, 0.248, 0.253, 0.473, 0.273, 0.293, 0.292, 0.271], "charge": 3, "relative_energy_ev": 0.000, "multiplicity": 3}